Molecular formula: C7H15N4O2
Method: DFT, ωB97M-V/def2-TZVPD

As for the energy: -644.7068 hartree. The calculation puts the LUMO energy at -4.2199 eV. Its SMILES is CCC1=C([N+](=O)[O-])N(CC)[NH2+]N1C. The charge is +1. Its HOMO energy is -0.4887 Eh.

```
28
Properties=species:S:1:pos:R:3:forces:R:3
C 2.787 -0.536 1.944 0.7312 0.6671 -2.1219
C 2.091 0.533 1.026 0.4171 -2.8288 -0.3864
C 0.731 -0.001 0.709 2.0534 -2.8719 -4.8889
C 0.403 -0.793 -0.384 -0.7855 0.4609 2.3424
N 1.270 -1.593 -1.234 0.1754 0.9512 -0.4745
O 2.451 -1.305 -1.303 -0.3956 -0.0007 0.5785
O 0.715 -2.432 -1.900 -0.2257 -0.5262 -0.0941
N -1.044 -1.114 -0.397 1.2763 0.7903 -0.3260
C -1.866 -0.801 -1.592 2.6786 -1.2786 -2.1211
C -2.048 0.610 -2.128 3.5601 -0.8647 -3.5619
N -1.452 -0.409 0.841 0.1681 -1.6515 -0.8402
N -0.402 0.416 1.354 0.2778 1.0557 0.8599
C -0.592 1.841 0.985 -5.0043 -0.4976 0.4653
H 2.177 -0.829 2.741 -0.8733 -0.3042 1.3173
H 3.749 -0.172 2.288 -0.0103 0.0982 0.1424
H 2.966 -1.391 1.299 0.1721 -0.2850 0.1313
H 2.753 0.725 0.132 -1.1888 0.1377 1.0324
H 1.797 1.304 1.628 0.4868 2.8525 1.3809
H -2.825 -1.182 -1.433 -1.5071 -0.9074 0.5426
H -1.351 -1.556 -2.323 -1.1317 1.6004 0.9605
H -1.123 1.193 -2.545 -1.1776 -1.5686 0.7343
H -2.751 0.639 -2.967 -0.0810 -0.2565 0.3942
H -2.355 1.205 -1.397 -1.9342 2.7716 3.1409
H -1.702 -1.291 1.403 0.0519 2.3716 0.0889
H -2.133 0.290 0.577 -1.4634 -0.5311 0.3918
H 0.056 2.483 1.465 1.2183 1.0288 1.4493
H -0.602 2.102 -0.045 0.6384 -0.5423 -1.3807
H -1.700 2.065 1.256 1.8732 0.1290 0.2428
```
Forces are in eV/Å.

---

Molecular formula: C23H25N3O4
Method: DFT, ωB97M-V/def2-TZVPD

As for the energy: -1356.7008 hartree. The calculation puts the LUMO energy at 0.6501 eV. Its SMILES is CC[C@H](C(=O)OCC(=O)Nc1c(C)n(C)n(-c2ccccc2)c1=O)c1ccccc1. Its HOMO energy is -0.2961 Eh.

```
55
Properties=species:S:1:pos:R:3:forces:R:3
C -1.076 4.069 -1.524 -0.0738 0.0588 0.1936
C -0.761 4.692 -0.170 0.1092 -0.0712 -0.2213
C 0.700 4.435 0.232 -0.2594 0.0091 0.0914
C 0.882 2.965 0.544 -0.0140 0.1933 -0.0038
O 0.181 2.306 1.266 -0.0327 -0.0556 -0.0290
O 1.974 2.476 -0.064 0.2833 -0.0941 -0.2000
C 2.169 1.084 0.091 -0.2034 -0.0452 0.0845
C 1.006 0.323 -0.568 0.3515 0.1487 0.2048
O 0.275 0.856 -1.375 -0.0121 -0.0179 -0.1427
N 0.929 -0.956 -0.154 0.1885 -0.4094 0.2461
C 0.064 -1.989 -0.516 -0.4852 -0.1945 -0.2454
C -1.100 -2.095 -1.216 0.5756 0.0870 0.1391
C -1.976 -1.072 -1.837 -0.0776 0.0692 0.0081
N -1.446 -3.431 -1.305 0.3438 -0.1046 -0.5538
C -2.832 -3.841 -1.278 -0.2737 0.0036 0.2964
N -0.541 -4.155 -0.532 -0.1636 0.3673 0.3120
C -0.441 -5.551 -0.624 0.0514 -0.4562 -0.1702
C -0.773 -6.214 -1.802 0.0546 0.1461 0.0448
C -0.666 -7.591 -1.865 -0.0203 -0.0644 0.0115
C -0.214 -8.309 -0.770 0.0207 -0.0903 -0.0273
C 0.139 -7.643 0.392 -0.0163 -0.0233 -0.0424
C 0.021 -6.268 0.475 -0.0266 0.1417 -0.0039
C 0.448 -3.315 -0.060 -0.2742 0.2684 -0.0201
O 1.433 -3.633 0.587 0.2594 -0.0187 0.0605
C 1.093 5.243 1.446 0.1365 0.0402 -0.0246
C 2.054 6.240 1.341 -0.0442 -0.0305 -0.0263
C 2.403 7.000 2.444 0.0568 0.0926 0.0363
C 1.798 6.767 3.667 0.0501 0.0640 0.0587
C 0.844 5.770 3.781 -0.0357 0.0070 0.0482
C 0.492 5.013 2.678 -0.0301 -0.0014 0.0275
H -0.865 3.002 -1.511 -0.0058 -0.1120 -0.0783
H -0.473 4.526 -2.306 0.0505 0.0205 -0.1165
H -2.125 4.213 -1.771 -0.0841 -0.0100 -0.0891
H -1.412 4.264 0.593 0.0095 0.0834 0.0770
H -0.933 5.771 -0.202 0.0265 -0.0260 0.0909
H 1.362 4.685 -0.602 -0.0541 -0.0003 0.0872
H 2.234 0.827 1.154 0.0314 -0.0219 -0.1739
H 3.107 0.851 -0.417 -0.1032 0.0038 0.0650
H 1.645 -1.314 0.472 -0.0316 0.1792 -0.0179
H -2.887 -0.945 -1.251 -0.1072 -0.0036 0.0117
H -1.450 -0.122 -1.871 -0.0786 -0.0750 -0.0123
H -2.253 -1.369 -2.846 -0.0534 -0.0294 -0.0738
H -2.883 -4.927 -1.252 -0.0263 0.0797 -0.0541
H -3.324 -3.486 -2.182 0.0194 -0.0260 0.0241
H -3.357 -3.442 -0.404 -0.0236 -0.0424 0.0247
H -1.092 -5.651 -2.667 -0.0322 0.0706 -0.0438
H -0.927 -8.104 -2.779 -0.0208 -0.0365 -0.0695
H -0.129 -9.383 -0.827 0.0084 -0.0920 -0.0024
H 0.503 -8.197 1.243 0.0305 -0.0350 0.0785
H 0.302 -5.740 1.371 0.0038 0.0515 0.0800
H 2.531 6.425 0.389 0.0410 -0.0042 -0.1035
H 3.150 7.774 2.348 0.0573 0.0575 -0.0054
H 2.071 7.359 4.528 0.0229 0.0437 0.0648
H 0.372 5.581 4.734 -0.0394 -0.0200 0.0717
H -0.242 4.227 2.772 -0.0796 -0.0749 0.0123
```
Forces are in eV/Å.